20
Properties=species:S:1:pos:R:3:forces:R:3:nbo_charge:R:1 method="wB97M-V/def2-TZVPD" charge=-1 homo_energy_ha=-0.135
C -1.05898 -0.28093 1.49524 -1.4 0.4 0.5 -0.06
O -2.25248 -0.16325 0.70778 1.4 1.0 -0.3 -0.82
C 0.22040 0.22746 0.86943 0.4 1.5 -0.6 -0.48
C 0.55949 -0.16342 -0.59802 0.7 -0.7 -0.8 -0.19
C 2.03299 0.29876 -1.18880 -3.8 0.9 0.1 -0.62
C 0.37822 -1.74005 -0.79791 -0.2 2.1 1.0 -0.66
H -0.93237 -1.35482 1.69482 -0.3 0.2 0.7 0.14
H -1.20833 0.44407 2.41004 0.4 -1.9 -1.0 0.16
H -0.00169 1.31826 0.86886 0.9 -0.4 -0.1 0.28
H 0.99517 -0.01086 1.61948 0.2 0.1 -0.4 0.17
H -0.22183 0.38528 -1.19077 0.8 -0.6 0.3 0.23
H 1.87916 0.34820 -2.29783 0.3 0.2 0.9 0.19
H 2.79139 -0.40785 -0.99752 1.0 -0.8 0.6 0.18
H 2.22363 1.30300 -0.76478 0.3 -0.5 -0.4 0.21
H 0.96312 -2.16665 0.09721 -0.7 -0.1 -1.8 0.19
H -0.71054 -1.82786 -0.62433 0.5 -0.7 0.0 0.23
H 0.61204 -2.03848 -1.85290 0.2 -0.1 1.2 0.19
H -2.54137 2.63160 -0.05677 1.8 -0.2 0.5 0.41
H -2.11513 0.83788 0.38041 -0.2 -0.4 0.3 0.51
O -1.61290 2.35966 0.22636 -2.3 0.0 -0.7 -1.29


61
Properties=species:S:1:pos:R:3:forces:R:3:nbo_charge:R:1 method="wB97M-V/def2-TZVPD" charge=0 homo_energy_ha=-0.196
Pb -6.06647 -2.87053 7.71167 0.2 0.1 0.2 1.10
C 0.12891 -3.80040 6.37170 1.6 1.0 -1.6 -0.38
C 1.20527 -3.28216 5.49593 -0.3 1.1 -0.1 0.44
C 0.66796 -2.16482 4.41575 1.2 -1.3 -0.1 0.43
O 1.40131 -1.70960 3.54799 0.1 -0.3 0.7 -0.57
C -0.71833 -1.83629 4.45858 1.8 1.1 -1.7 -0.40
C -1.55759 -2.19524 5.41455 -5.0 1.2 1.7 0.34
C -1.15838 -3.25592 6.38092 -1.3 -3.5 3.0 0.34
O -2.01040 -3.87578 7.18443 0.9 2.0 -2.0 -0.65
O -2.74089 -1.60010 5.49391 1.9 -1.6 0.4 -0.69
O 2.40258 -3.56232 5.58700 -1.7 0.1 -0.3 -0.56
H 0.45560 -4.65290 6.94868 -0.5 0.0 0.5 0.21
H -1.03107 -1.07589 3.75830 -0.1 0.0 -0.1 0.21
C -6.87414 -4.97975 4.92073 -1.2 -0.4 0.1 -0.26
O -7.04048 -5.29973 6.31367 1.0 -1.1 -0.3 -0.61
C -7.01045 -6.75443 6.66551 -0.4 2.9 1.9 -0.06
C -7.76546 -6.72936 8.05517 0.4 -0.7 -1.2 -0.23
N -6.99087 -6.00204 9.07123 -0.7 0.6 -0.7 -0.63
C -7.73173 -5.82573 10.34634 0.2 0.8 -0.5 -0.25
C -6.90515 -5.06902 11.34708 2.1 -0.2 2.2 -0.07
O -6.31690 -3.80733 11.07402 0.1 0.8 -2.1 -0.55
C -5.42129 -3.39413 12.09210 1.1 -0.2 -0.8 -0.27
H -7.83256 -4.53345 4.65551 0.1 0.2 -0.4 0.18
H -6.77818 -5.88134 4.31573 0.3 0.0 0.0 0.19
H -6.07130 -4.28291 4.67998 0.3 -0.1 0.4 0.20
H -5.98457 -7.05341 6.88065 0.2 0.0 -0.2 0.19
H -7.39934 -7.38475 5.86579 -0.5 0.2 0.2 0.20
H -7.85550 -7.78685 8.30355 -0.3 -0.3 0.4 0.17
H -8.76546 -6.29927 7.99918 0.1 0.0 -0.3 0.21
H -6.18814 -6.60177 9.19786 0.4 0.3 0.7 0.37
H -7.97164 -6.82341 10.71401 -0.2 0.1 0.7 0.20
H -8.64645 -5.23365 10.31747 -0.3 -0.3 -1.2 0.20
H -6.08445 -5.74668 11.58230 0.4 -0.1 0.3 0.16
H -7.32672 -4.75464 12.30182 -1.3 -1.5 0.2 0.19
H -4.50111 -3.97820 12.07737 -0.2 -0.9 0.2 0.18
H -5.84356 -3.40361 13.09694 -0.2 0.2 -0.1 0.18
H -4.95105 -2.45753 11.79251 -0.9 0.6 0.2 0.21
C -4.22151 0.52354 9.17882 -0.3 0.2 -0.2 -0.26
O -5.58879 0.11143 9.07632 0.7 -0.9 1.2 -0.57
C -6.48842 1.19754 9.11663 -1.3 -1.3 -0.4 -0.07
C -7.87661 0.64244 9.60459 0.0 0.4 -1.1 -0.25
N -8.31214 -0.60911 8.89788 -0.6 0.7 -0.8 -0.65
C -9.35751 -0.26202 7.78551 1.2 -2.8 3.0 -0.25
C -8.70828 0.41142 6.63216 -1.5 0.3 0.9 -0.09
O -7.71972 -0.39248 6.04351 0.0 -0.1 -0.2 -0.55
C -7.63499 -0.21346 4.62875 0.9 0.1 -0.3 -0.26
H -3.99495 0.97466 10.14487 -0.3 0.5 0.1 0.17
H -4.09813 1.21663 8.34665 0.8 0.1 0.1 0.18
H -3.51768 -0.30762 9.13525 -0.4 -0.3 -0.6 0.22
H -6.52814 1.51933 8.07597 -0.4 0.5 0.0 0.17
H -6.18586 2.04526 9.73139 0.3 -0.2 0.3 0.19
H -8.65179 1.37881 9.39258 0.1 0.6 -0.2 0.18
H -7.95340 0.57333 10.68968 0.6 -0.6 0.0 0.21
H -8.81645 -1.15689 9.58030 0.1 -0.2 0.1 0.36
H -10.24467 0.07250 8.32323 0.2 1.8 -0.4 0.21
H -9.85583 -1.17784 7.46762 0.9 -0.8 -0.4 0.20
H -8.33591 1.36127 7.01586 0.2 0.3 -0.7 0.18
H -9.62723 0.52720 6.05751 0.5 0.6 -1.2 0.19
H -8.13153 -1.01725 4.08518 -0.8 0.3 0.1 0.18
H -6.61360 -0.30258 4.25872 0.4 -0.1 0.7 0.21
H -7.90044 0.80566 4.34764 -0.6 -0.2 -0.1 0.19


18
Properties=species:S:1:pos:R:3:forces:R:3:nbo_charge:R:1 method="wB97M-V/def2-TZVPD" s_squared=0.75 charge=+2 spin_multiplicity=2 homo_energy_ha="-0.523 / -0.578"
C 0.74702 -0.53100 -2.12762 0.5 -0.7 0.3 -0.25
C 1.91007 -0.65768 -1.81508 -0.6 0.9 0.1 -0.25
H -0.29050 -0.55877 -2.41926 0.5 0.1 0.0 0.25
H 2.93688 -0.46357 -1.53058 -0.5 -0.5 -0.3 0.26
H 0.49104 -1.89216 1.03924 -0.4 -0.4 0.8 0.57
K -1.43953 2.03666 3.07595 0.0 0.0 0.0 1.00
O -0.83712 -2.89185 3.57340 0.4 -0.8 -0.3 -0.58
Mg 0.38972 -4.61639 2.48865 0.0 -0.2 0.0 0.98
O 0.21850 -2.48712 1.79303 1.0 -0.1 -1.8 -0.77
C -0.55672 -1.94016 2.71347 -0.8 1.9 0.6 1.02
O -0.90783 -0.78739 2.75467 0.2 -0.4 0.0 -0.66
C -1.60995 -2.59638 4.77607 -0.5 0.4 0.6 -0.07
C -1.83077 -3.89270 5.50773 0.0 -0.1 0.0 -0.65
H -1.02607 -1.87988 5.36538 -0.1 -0.1 -0.2 0.21
H -2.54899 -2.13352 4.45160 0.2 -0.1 0.1 0.21
H -0.87695 -4.33629 5.82130 -0.2 0.1 0.0 0.23
H -2.42606 -3.68222 6.40503 0.2 -0.1 -0.2 0.27
H -2.37926 -4.61041 4.88439 0.1 0.2 0.2 0.23


13
Properties=species:S:1:pos:R:3:forces:R:3:nbo_charge:R:1 method="wB97M-V/def2-TZVPD" charge=0 homo_energy_ha=-0.311
C -1.17479 -0.20125 0.24439 -1.9 -1.9 -1.4 -0.11
C 0.29776 1.49241 -0.05336 0.4 -0.6 -0.7 -0.04
C 1.05384 0.31680 -0.25280 -1.8 0.9 2.4 -0.19
C 2.09293 -0.82308 -0.04648 0.2 1.7 -2.3 -0.06
C 0.08835 -0.66899 -0.03155 1.3 -2.4 -0.4 0.24
H -3.42221 -1.37831 1.04373 1.3 1.2 -2.1 0.16
H -1.86447 1.78871 -0.49698 3.4 -2.6 2.9 0.44
H 0.38521 2.53903 -0.13584 1.1 0.9 -0.2 0.21
H 2.68050 -0.76519 -1.00933 -0.1 -1.1 1.2 0.20
H 2.69877 -0.81718 0.85697 -0.1 0.0 -0.1 0.21
N -1.01443 1.15197 0.13144 -2.9 3.1 -2.2 -0.50
O 1.02634 -1.81227 -0.03398 -1.4 1.7 0.5 -0.49
S -2.84779 -0.82265 -0.21623 0.4 -0.8 2.6 -0.06